Record 1
Density functional theory data (ωB97M-V with the def2-TZVPD basis set) for a molecular structure, C24H45Cl3N3O4SiSn in a non-equilibrium geometry.

Results
charge: -1
E_LUMO: 2.54 eV
spin multiplicity: 1
HOMO level: -0.1167 hartree
electronic energy: -3291.132752 a.u.
frontier orbital gap: 5.7164 eV

```
81
Properties=species:S:1:pos:R:3:lowdin_charge:R:1
C -2.16 -2.48 -5.04 -0.042
C -1.24 -2.72 -3.87 -0.320
H -2.65 -3.38 -5.41 0.068
H -1.64 -2.02 -5.87 0.072
H -3.03 -1.89 -4.73 0.072
C -0.51 -3.87 -3.70 -0.193
C -0.29 -4.86 -4.77 -0.165
H -0.40 -4.31 -2.72 0.070
H 0.34 -4.40 -5.54 0.062
H -1.22 -5.21 -5.25 0.053
H 0.21 -5.77 -4.40 0.063
Sn 0.59 1.88 0.61 0.409
Cl -1.77 2.63 0.68 -0.083
Cl 1.44 3.99 -0.58 -0.207
H 1.83 5.38 3.74 0.086
H -1.29 6.69 2.56 0.080
C 1.51 5.21 2.70 -0.089
C -0.70 6.05 1.89 -0.079
N 0.07 5.09 2.66 -0.204
H 2.02 4.34 2.29 0.051
C -0.51 4.07 3.34 -0.393
O 0.10 3.05 3.69 -0.086
H -1.37 5.54 1.18 0.059
H -1.61 4.23 3.50 0.132
H 1.76 6.10 2.13 0.072
H 0.00 6.69 1.36 0.077
H 2.28 -0.56 -3.49 0.078
H 2.55 -3.28 -2.81 0.078
C 3.24 -0.59 -2.96 -0.054
C 3.30 -2.93 -2.08 -0.065
N 3.11 -1.50 -1.83 -0.185
H 3.49 0.39 -2.54 0.082
C 2.87 -0.98 -0.59 -0.367
O 3.20 0.15 -0.20 -0.071
H 3.19 -3.50 -1.15 0.083
H 2.25 -1.64 0.05 0.112
H 4.02 -0.95 -3.65 0.084
H 4.29 -3.12 -2.52 0.085
O -0.68 -1.15 -3.29 -0.256
C -1.56 -1.93 -2.61 -0.380
C 0.00 -3.11 -0.97 -0.080
C -1.22 -2.53 -1.27 -0.183
H 0.78 -3.12 -1.76 0.083
C 0.22 -3.85 0.19 -0.090
H -2.64 -1.61 -2.72 0.143
C -2.24 -2.65 -0.32 -0.035
H 1.17 -4.36 0.37 0.094
C -0.79 -3.94 1.17 -0.102
C -2.02 -3.33 0.87 -0.117
H -3.20 -2.19 -0.57 0.112
H -0.67 -4.48 2.12 0.098
H -2.84 -3.38 1.60 0.093
Si -0.46 1.61 -3.72 0.733
Cl 0.16 0.43 -1.15 0.268
C 1.27 2.36 -3.99 -0.192
C -1.24 3.08 -2.82 -0.253
C -1.50 1.01 -5.09 -0.205
H 2.09 1.69 -3.70 -0.007
H 1.42 3.26 -3.37 -0.001
H 1.43 2.64 -5.04 0.031
H -0.92 0.43 -5.81 0.036
H -1.98 1.87 -5.57 0.040
H -2.26 0.36 -4.68 0.022
H -1.90 2.78 -2.00 -0.034
H -1.86 3.69 -3.51 0.035
H -0.50 3.74 -2.34 -0.036
C 0.06 -1.42 4.83 -0.046
N 0.43 -1.21 3.44 -0.132
C 1.75 -1.59 2.98 -0.034
C -0.37 -0.61 2.53 -0.475
C -1.82 -0.38 2.76 -0.001
O 0.18 -0.29 1.44 -0.300
H 0.93 -1.82 5.36 0.078
H -0.76 -2.14 4.94 0.083
H -0.24 -0.49 5.31 0.093
H 1.68 -2.38 2.22 0.077
H 2.27 -0.72 2.53 0.096
H 2.32 -1.97 3.84 0.083
H -1.99 0.40 3.51 0.095
H -2.24 -0.04 1.81 0.063
H -2.32 -1.32 3.06 0.079
```


Record 2
Density functional theory data (ωB97M-V with the def2-TZVPD basis set) for a molecular structure, C24H45CuGeN4O2 in a non-equilibrium geometry.

Results
charge: +3
E_LUMO (alpha / beta): -8.40 / -10.93 eV
expectation value of S²: 0.753
spin multiplicity: 2
HOMO level (alpha / beta): -0.6497 / -0.6496 hartree
electronic energy: -5027.417247 a.u.
frontier orbital gap (alpha / beta): 9.2827 / 6.7515 eV

```
77
Properties=species:S:1:pos:R:3:lowdin_charge:R:1
Cu 2.07 -1.08 0.19 0.705
O 3.98 -1.48 -0.12 -0.133
C 4.64 -1.16 -1.37 -0.166
C 4.27 -2.06 -2.51 -0.133
C 2.76 -2.22 -2.78 -0.128
C 2.08 -3.17 -1.91 -0.305
C 2.04 -4.50 -2.18 0.029
C 1.48 -5.49 -1.31 0.018
C 0.99 -5.10 -0.09 -0.012
C 1.11 -3.73 0.19 -0.077
N 1.65 -2.83 -0.66 0.010
H 4.19 -2.46 0.10 0.176
H 5.72 -1.29 -1.24 0.148
H 4.37 -0.13 -1.53 0.133
H 4.66 -3.05 -2.39 0.124
H 4.67 -1.62 -3.45 0.154
H 2.58 -2.57 -3.84 0.155
H 2.24 -1.18 -2.72 0.147
H 2.48 -4.93 -3.10 0.151
H 1.51 -6.55 -1.64 0.151
H 0.54 -5.84 0.60 0.148
H 0.82 -3.32 1.14 0.112
C -1.03 -1.56 -1.90 0.004
N -1.52 -1.62 -0.50 -0.052
C -2.65 -2.53 -0.27 -0.126
C -3.27 -2.40 1.08 -0.081
C -2.15 -2.15 2.18 -0.062
N -1.22 -1.12 1.73 -0.049
C -0.60 -0.33 2.77 0.024
C -0.86 -1.04 0.48 -0.466
O 0.21 -0.29 0.22 -0.272
H -1.66 -0.86 -2.57 0.129
H -1.07 -2.59 -2.35 0.123
H -0.01 -1.21 -1.95 0.042
H -2.25 -3.53 -0.47 0.134
H -3.35 -2.29 -1.13 0.162
H -3.86 -3.27 1.33 0.128
H -3.95 -1.52 1.15 0.139
H -1.52 -3.03 2.31 0.137
H -2.49 -1.75 3.09 0.120
H -1.11 0.55 2.92 0.054
H 0.47 -0.09 2.64 0.086
H -0.72 -0.90 3.68 0.115
C 3.78 1.65 3.47 0.012
C 3.15 0.84 2.46 -0.120
N 2.60 0.27 1.62 0.164
H 4.89 1.81 3.26 0.146
H 3.73 1.22 4.43 0.097
H 3.36 2.66 3.40 0.113
C -2.84 4.28 3.00 -0.105
C -1.60 4.27 2.10 -0.280
C -1.07 2.88 1.85 -0.306
C 0.11 2.80 0.85 -0.258
Ge -0.32 1.59 -0.59 1.097
C -2.24 1.53 -1.15 -0.224
C -2.07 2.10 -2.59 -0.304
C -1.66 3.55 -2.58 -0.279
C -2.61 4.58 -1.97 -0.078
H -3.08 5.30 3.27 0.067
H -2.64 3.81 4.08 0.124
H -3.69 3.72 2.53 0.088
H -0.88 4.91 2.62 0.122
H -1.85 4.66 1.06 0.115
H -1.88 2.20 1.63 0.086
H -0.70 2.65 2.82 0.092
H 1.01 2.49 1.25 0.009
H 0.38 3.76 0.35 0.102
H 0.73 1.38 -1.66 0.016
H -2.88 2.15 -0.58 0.066
H -2.75 0.55 -1.12 0.068
H -3.01 2.02 -3.08 0.113
H -1.29 1.53 -3.21 0.117
H -1.45 3.83 -3.62 0.121
H -0.64 3.67 -2.13 0.090
H -3.60 4.59 -2.50 0.106
H -2.36 5.62 -2.15 0.086
H -2.84 4.45 -0.92 0.041
```


Record 3
Density functional theory data (ωB97M-V with the def2-TZVPD basis set) for a molecular structure, C24H45F5OP2TeTm in a non-equilibrium geometry.

Results
charge: +1
E_LUMO (alpha / beta): -4.97 / -4.96 eV
expectation value of S²: 2.002
spin multiplicity: 3
HOMO level (alpha / beta): -0.3951 / -0.3949 hartree
electronic energy: -3551.798785 a.u.
frontier orbital gap (alpha / beta): 5.7831 / 5.7891 eV

```
79
Properties=species:S:1:pos:R:3:lowdin_charge:R:1
Tm 0.14 -0.11 0.41 1.075
C -1.82 1.57 0.17 -0.317
C -2.26 0.67 -0.84 -0.256
C -2.11 -0.52 1.14 -0.361
C -1.82 0.86 1.41 -0.350
C -2.40 -0.63 -0.24 -0.288
C -1.78 3.04 0.01 -0.034
H -1.40 3.29 -0.98 0.074
H -1.13 3.49 0.76 0.056
H -2.78 3.48 0.12 0.109
C -1.73 1.44 2.76 -0.027
H -1.49 2.51 2.71 0.080
H -0.97 0.93 3.35 0.037
H -2.69 1.32 3.29 0.113
C -2.20 -1.61 2.14 -0.022
H -3.25 -1.77 2.42 0.109
H -1.62 -1.38 3.03 0.069
H -1.82 -2.55 1.71 0.072
C -3.11 -1.78 -0.82 -0.030
H -4.20 -1.69 -0.68 0.111
H -2.80 -2.70 -0.33 0.063
H -2.89 -1.85 -1.89 0.075
C -2.91 1.12 -2.08 -0.022
H -3.89 1.59 -1.87 0.113
H -3.07 0.29 -2.78 0.066
H -2.29 1.88 -2.58 0.072
C 1.58 0.45 -3.34 -0.126
C 0.57 1.30 -3.49 -0.118
C -0.03 1.55 -4.85 -0.170
C -0.90 0.42 -5.48 -0.171
C -1.03 -0.86 -4.69 -0.116
C -0.01 -1.70 -4.59 -0.114
C 1.32 -1.37 -5.22 -0.177
C 2.18 -0.26 -4.53 -0.178
H 0.75 1.79 -5.59 0.115
H -0.50 0.22 -6.49 0.115
H -0.68 2.45 -4.79 0.108
H 2.44 0.47 -5.32 0.115
H 2.04 0.25 -2.36 0.076
H 0.15 1.88 -2.65 0.088
H 3.12 -0.73 -4.22 0.104
H 1.95 -2.28 -5.20 0.105
H -0.04 -2.65 -4.04 0.098
H 1.20 -1.09 -6.28 0.114
H -1.91 0.84 -5.61 0.108
H -2.02 -1.02 -4.23 0.091
P 1.88 1.96 0.63 0.747
C 1.45 2.74 2.22 -0.241
H 2.28 3.35 2.56 0.068
H 1.26 1.99 2.98 0.001
H 0.56 3.35 2.13 0.040
C 3.54 1.29 0.88 -0.244
H 4.20 2.04 1.30 0.065
H 3.94 0.96 -0.08 0.047
H 3.52 0.42 1.54 0.022
C 2.05 3.39 -0.43 -0.244
H 2.46 3.09 -1.38 0.046
H 2.68 4.13 0.06 0.061
H 1.05 3.81 -0.60 0.040
P 1.07 -2.59 -0.24 0.770
C -0.17 -3.80 -0.73 -0.250
H 0.30 -4.68 -1.15 0.061
H -0.85 -3.35 -1.45 0.022
H -0.76 -4.09 0.14 0.051
C 2.69 -2.74 -1.02 -0.242
H 2.62 -2.80 -2.10 0.042
H 3.22 -3.61 -0.63 0.058
H 3.26 -1.85 -0.78 0.042
C 1.46 -3.34 1.37 -0.282
H 1.68 -4.40 1.25 0.074
H 0.61 -3.24 2.05 0.024
H 2.31 -2.86 1.83 0.014
F 0.63 -2.47 4.17 -0.348
Te 1.62 -0.82 3.99 1.973
F 3.15 -1.74 3.24 -0.364
F 0.17 0.14 4.83 -0.350
F 2.34 -1.15 5.70 -0.324
F 2.68 0.79 3.97 -0.355
O 0.91 -0.45 2.24 -0.680
```


Record 4
Density functional theory data (ωB97M-V with the def2-TZVPD basis set) for 4 unconnected molecules or ions with the total composition C24H45FI2N2O12P.

Results
charge: +1
E_LUMO: -4.75 eV
spin multiplicity: 1
HOMO level: -0.4030 hartree
electronic energy: -2990.148844 a.u.
frontier orbital gap: 6.2171 eV

```
87
Properties=species:S:1:pos:R:3:lowdin_charge:R:1
C 0.44 1.11 -0.52 0.032
C 0.60 -0.35 -0.17 -0.284
F -0.62 -0.87 0.23 0.008
C 1.22 -1.19 -1.31 -0.233
C 0.54 -1.13 -2.69 -0.134
C -0.81 -1.81 -2.84 -0.838
O -1.61 -1.97 -1.99 0.032
I -1.17 -2.48 -4.85 0.935
C 2.73 -0.77 -1.44 -0.153
C 3.01 0.39 -2.42 -0.133
C 3.94 1.47 -1.90 -0.839
O 3.58 2.59 -1.75 0.034
I 5.96 0.95 -1.46 0.942
C 3.40 -2.09 -1.82 -0.205
O 4.73 -2.20 -1.28 -0.006
C 5.41 -3.18 -1.80 -0.327
N 5.99 -4.06 -2.26 0.215
C 2.51 -3.13 -1.24 0.116
N 1.36 -2.66 -0.94 0.066
C 0.27 -3.51 -0.40 -0.098
P 0.85 -4.77 0.79 0.412
O 1.85 -5.63 0.14 -0.243
O 1.32 -4.02 2.09 -0.077
O -0.50 -5.41 1.27 -0.060
H -0.21 1.57 0.22 0.089
H 0.00 1.27 -1.51 0.100
H 1.39 1.64 -0.48 0.084
H 1.27 -0.41 0.69 0.129
H 1.20 -1.59 -3.43 0.094
H 0.40 -0.10 -3.01 0.124
H 3.11 -0.48 -0.46 0.147
H 2.10 0.95 -2.64 0.109
H 3.41 0.02 -3.37 0.138
H 3.43 -2.23 -2.90 0.185
H 2.78 -4.17 -1.07 0.154
H -0.14 -4.08 -1.23 0.130
H -0.52 -2.89 0.00 0.102
H 2.25 -3.78 2.09 0.102
H -0.64 -6.27 0.87 0.117
C -1.43 6.20 2.69 -0.104
O -0.75 5.30 3.56 -0.185
C -1.23 3.97 3.50 -0.203
C -0.32 3.09 2.69 -0.200
O -0.28 3.46 1.32 -0.225
C 0.86 4.24 0.97 -0.100
H -0.86 7.12 2.68 0.092
H -1.49 5.80 1.68 0.083
H -2.44 6.41 3.05 0.092
H -2.25 3.94 3.09 0.130
H -1.27 3.59 4.53 0.129
H -0.69 2.06 2.73 0.121
H 0.69 3.09 3.11 0.125
H 1.77 3.62 0.97 0.081
H 1.00 5.07 1.67 0.090
H 0.69 4.63 -0.03 0.096
C -7.62 0.93 -4.08 -0.103
O -6.71 0.81 -3.00 -0.188
C -6.15 -0.48 -2.86 -0.207
C -4.74 -0.55 -3.41 -0.218
O -4.71 -0.33 -4.81 -0.206
C -4.34 0.98 -5.18 -0.109
H -7.83 1.99 -4.20 0.091
H -7.19 0.54 -5.00 0.084
H -8.55 0.41 -3.86 0.091
H -6.77 -1.23 -3.36 0.130
H -6.12 -0.72 -1.79 0.127
H -4.33 -1.54 -3.22 0.110
H -4.11 0.19 -2.90 0.125
H -3.26 1.14 -5.04 0.080
H -4.89 1.73 -4.61 0.087
H -4.57 1.10 -6.24 0.093
C 2.70 -0.96 6.28 -0.094
O 2.30 -1.86 5.27 -0.187
C 1.06 -1.54 4.67 -0.198
C 1.26 -0.89 3.32 -0.222
O 1.89 0.37 3.39 -0.194
C 3.28 0.36 3.11 -0.091
H 3.74 -1.19 6.52 0.093
H 2.64 0.08 5.95 0.086
H 2.09 -1.08 7.18 0.094
H 0.47 -0.89 5.31 0.134
H 0.51 -2.47 4.52 0.125
H 0.28 -0.74 2.84 0.122
H 1.85 -1.56 2.68 0.097
H 3.45 0.24 2.02 0.071
H 3.79 -0.45 3.64 0.090
H 3.69 1.31 3.41 0.099
```


Record 5
Density functional theory data (ωB97M-V with the def2-TZVPD basis set) for a molecular structure, C24H45FeN4OP in a non-equilibrium geometry.

Results
charge: +2
E_LUMO (alpha / beta): -5.28 / -9.23 eV
expectation value of S²: 12.018
spin multiplicity: 7
HOMO level (alpha / beta): -0.4141 / -0.5240 hartree
electronic energy: -2840.196356 a.u.
frontier orbital gap (alpha / beta): 5.9873 / 5.0269 eV

```
76
Properties=species:S:1:pos:R:3:lowdin_charge:R:1
C 2.00 -1.30 -1.38 -0.280
N 1.21 -1.74 -0.37 0.055
C 1.60 -2.84 0.32 -0.205
C 2.76 -3.55 0.02 0.031
C 3.61 -3.05 -0.96 -0.048
C 3.23 -1.90 -1.63 0.015
Fe -0.63 -0.92 0.59 0.747
C 0.79 -3.30 1.51 -0.097
N 0.17 -2.19 2.28 -0.213
C 1.11 -1.66 3.30 -0.229
C 2.45 -1.14 2.83 -0.062
C 1.61 -0.11 -2.27 -0.185
P 0.25 1.01 -1.81 1.193
C -0.91 1.17 -3.24 -0.648
C -0.45 2.27 -4.22 -0.063
C 0.96 2.59 -1.23 -0.668
C -0.15 3.63 -1.00 -0.062
C 1.63 2.35 0.12 -0.078
C 2.00 3.16 -2.20 -0.053
C -1.02 -0.15 -4.03 -0.068
C -2.30 1.51 -2.67 -0.066
C -1.02 -2.66 3.05 -0.232
C -2.08 -3.39 2.27 -0.069
H 3.00 -4.43 0.60 0.140
H 4.54 -3.56 -1.21 0.123
H 3.87 -1.43 -2.39 0.142
H 2.50 0.51 -2.45 0.092
H 2.08 3.30 0.45 0.112
H 0.91 2.04 0.89 0.048
H 2.44 1.61 0.08 0.091
H 2.40 4.08 -1.75 0.110
H 2.85 2.49 -2.37 0.083
H 1.58 3.44 -3.17 0.073
H 0.33 4.53 -0.58 0.110
H -0.66 3.93 -1.93 0.074
H -0.90 3.27 -0.28 0.089
H -1.11 2.26 -5.10 0.111
H -0.51 3.28 -3.78 0.073
H 0.58 2.10 -4.58 0.094
H -0.08 -0.44 -4.52 0.082
H -1.35 -0.99 -3.39 0.078
H -1.76 -0.02 -4.84 0.113
H -2.32 2.49 -2.19 0.078
H -3.02 1.54 -3.50 0.112
H -2.63 0.76 -1.94 0.067
H 0.03 -4.00 1.14 0.142
H 1.46 -3.86 2.18 0.147
H 0.58 -0.87 3.85 0.095
H 1.30 -2.47 4.02 0.134
H -1.44 -1.77 3.53 0.123
H -0.66 -3.32 3.85 0.129
H -2.97 -3.45 2.90 0.102
H -2.37 -2.85 1.36 0.044
H -1.77 -4.41 2.01 0.084
H 2.99 -0.75 3.70 0.102
H 3.08 -1.92 2.40 0.079
H 2.39 -0.32 2.10 0.057
H -0.52 0.44 -0.72 0.019
C -3.12 -1.89 -0.95 -0.181
H -3.12 -2.99 -0.91 0.086
H -2.78 -1.58 -1.95 0.051
H -4.18 -1.57 -0.81 0.094
O -2.30 -1.33 0.04 -0.464
H 1.39 -0.48 -3.26 0.091
C 0.29 1.73 3.55 -0.006
C -0.99 1.60 2.83 -0.384
N -1.36 0.81 1.81 0.038
C -2.72 1.07 1.59 -0.111
C -3.15 2.02 2.47 -0.045
N -2.05 2.34 3.24 0.114
H 0.46 2.78 3.82 0.105
H 0.26 1.14 4.48 0.098
H 1.12 1.38 2.93 0.056
H -3.26 0.52 0.86 0.089
H -4.13 2.45 2.59 0.124
H -2.02 2.98 4.02 0.179
```


Record 6
Density functional theory data (ωB97M-V with the def2-TZVPD basis set) for 10 unconnected molecules or ions with the total composition C24H45N5O5S in a non-equilibrium geometry.

Results
charge: 0
E_LUMO: -0.09 eV
spin multiplicity: 1
HOMO level: -0.3443 hartree
electronic energy: -1989.480062 a.u.
frontier orbital gap: 9.2834 eV

```
80
Properties=species:S:1:pos:R:3:lowdin_charge:R:1
C 3.53 -26.48 -37.43 -0.068
C 4.04 -26.71 -38.75 -0.310
N 4.42 -26.77 -39.84 0.143
H 3.89 -25.52 -37.06 0.091
H 3.95 -27.31 -36.87 0.075
H 2.44 -26.45 -37.44 0.088
C 6.68 -31.47 -34.09 -0.125
C 7.66 -30.80 -33.28 -0.277
N 8.53 -30.24 -32.73 0.118
H 7.17 -32.17 -34.77 0.053
H 6.04 -30.80 -34.64 0.072
H 6.03 -32.05 -33.43 0.062
C 5.22 -36.21 -32.28 -0.043
C 5.62 -35.37 -33.42 -0.275
N 5.97 -34.68 -34.21 0.172
H 5.96 -35.99 -31.51 0.088
H 4.91 -37.23 -32.51 0.085
H 4.31 -35.76 -31.90 0.079
C 9.84 -30.04 -37.86 -0.094
C 10.87 -29.09 -37.75 -0.320
N 11.72 -28.33 -37.75 0.128
H 9.63 -30.44 -36.87 0.078
H 10.17 -30.81 -38.55 0.081
H 8.96 -29.46 -38.14 0.077
C 2.84 -34.78 -42.42 -0.067
C 3.22 -33.83 -41.40 -0.276
N 3.57 -33.07 -40.61 0.144
H 2.98 -34.33 -43.40 0.090
H 1.79 -35.07 -42.40 0.086
H 3.45 -35.66 -42.21 0.088
C 5.55 -30.09 -38.75 -0.247
S 6.29 -31.58 -37.99 0.868
O 7.29 -31.22 -36.87 -0.571
C 4.82 -32.10 -37.11 -0.277
H 6.28 -29.57 -39.37 0.040
H 5.16 -29.31 -38.08 0.035
H 4.70 -30.41 -39.35 0.048
H 5.27 -32.65 -36.30 0.023
H 4.23 -32.74 -37.78 0.027
H 4.14 -31.32 -36.74 0.056
C 2.62 -37.78 -35.27 -0.022
C 2.56 -36.28 -35.05 -0.477
O 2.25 -35.78 -33.99 0.063
C 3.17 -35.42 -36.13 -0.037
H 2.18 -38.29 -34.42 0.082
H 3.59 -38.26 -35.34 0.082
H 2.15 -38.02 -36.23 0.084
H 4.09 -35.90 -36.47 0.087
H 3.46 -34.46 -35.70 0.049
H 2.49 -35.15 -36.93 0.068
C 0.86 -32.67 -36.56 -0.011
C 0.59 -32.76 -35.05 -0.432
O -0.54 -33.02 -34.64 0.037
C 1.66 -32.55 -33.91 -0.015
H 1.47 -31.78 -36.72 0.070
H -0.13 -32.53 -36.98 0.082
H 1.38 -33.47 -37.09 0.052
H 1.43 -31.57 -33.48 0.076
H 2.66 -32.60 -34.34 0.054
H 1.41 -33.25 -33.12 0.074
C 9.43 -33.84 -38.57 -0.028
C 8.76 -33.74 -39.91 -0.445
O 9.31 -33.07 -40.83 0.025
C 7.62 -34.70 -40.07 -0.031
H 9.73 -34.89 -38.49 0.091
H 8.89 -33.37 -37.75 0.073
H 10.32 -33.21 -38.57 0.074
H 7.43 -34.59 -41.14 0.080
H 6.72 -34.46 -39.50 0.068
H 7.79 -35.76 -39.84 0.087
C 10.46 -30.25 -42.30 -0.022
C 9.04 -29.94 -41.96 -0.466
O 8.80 -29.37 -40.89 0.019
C 7.91 -30.41 -42.91 -0.012
H 10.62 -30.23 -43.38 0.081
H 10.79 -31.25 -42.00 0.077
H 10.87 -29.47 -41.66 0.092
H 7.89 -31.50 -42.89 0.072
H 8.19 -30.11 -43.92 0.075
H 6.93 -30.06 -42.57 0.076
```